# 1
# C14H23N5O3S

The molecule C14H23N5O3S in a non-equilibrium geometry (ωB97M-V/def2-TZVPD, OMol25).

The LUMO energy comes out at 0.0200 hartree. For the frontier orbital gap, the calculation gives 9.12 eV. As for the energy: -1444.9440 hartree. As for the SMILES: CNC(=O)[C@@H](CCSC)NC(=O)[C@@H](Cc1cnc[nH]1)NC(C)=O. The energy above the lowest of the compared OMol25 structures with the same formula, charge and spin is 162.72 kJ/mol.

Geometry as XYZ:
```
46
Properties=species:S:1:pos:R:3:forces:R:3
C -0.469325 -4.908168 -1.669943 1.83 4.40 -4.23
N -0.986563 -3.545071 -1.348289 -1.39 -1.16 -2.93
C -0.777614 -3.060815 -0.174481 0.87 1.93 2.68
O -0.112014 -3.622544 0.677533 0.35 -0.38 0.54
C -1.398459 -1.676200 0.154251 -0.96 1.16 -0.27
C -2.069219 -1.755902 1.535465 -2.15 -2.58 -1.15
C -2.950026 -0.567753 1.942108 2.36 0.64 -0.20
S -4.659645 -0.827757 2.204820 -0.73 -0.54 0.72
C -5.059376 0.950553 2.263511 1.24 -1.73 -2.79
N -0.482769 -0.523312 0.182040 0.80 0.29 -1.91
C -0.032958 0.082055 -1.007048 0.21 -1.56 -0.03
O -0.350778 -0.300104 -2.147643 0.15 0.87 2.13
C 1.032924 1.186278 -0.742721 -0.83 0.59 -2.17
C 2.456374 0.573842 -0.705070 0.67 1.28 0.54
C 3.016424 0.694602 0.675783 0.20 -2.46 -1.11
C 3.265361 -0.248217 1.620122 -0.61 -2.99 -0.28
N 3.788189 0.351592 2.697481 1.46 -1.77 2.44
C 4.034397 1.576022 2.412462 -0.40 1.46 1.10
N 3.589393 1.799433 1.157717 -0.39 3.03 -0.64
N 0.902413 2.170642 -1.840698 -0.48 -0.24 -0.41
C 1.477072 3.396898 -1.877901 -0.29 -0.69 -0.92
C 1.391964 4.315946 -3.127744 2.13 0.54 0.89
O 2.065812 3.762755 -0.898581 1.32 1.11 1.72
H -0.781422 -5.546534 -0.997434 -1.96 -3.38 3.31
H 0.610873 -4.772447 -1.473445 -0.28 -0.64 -0.73
H -0.747594 -5.210241 -2.743815 0.62 0.59 1.77
H -1.526863 -2.946124 -1.968340 0.35 -0.69 -0.18
H -2.210935 -1.426335 -0.627463 1.20 -0.29 1.15
H -1.458925 -2.177440 2.350159 0.31 0.69 -0.50
H -2.753084 -2.641074 1.343878 0.34 0.74 0.43
H -2.946410 0.249735 1.193812 0.66 -0.40 0.29
H -2.424679 -0.241783 2.853256 -0.67 0.65 -0.10
H -4.352686 1.476837 2.870140 0.36 0.55 -0.10
H -5.990397 0.946660 2.659925 -2.91 0.46 1.51
H -5.199969 1.159531 1.170001 0.68 0.85 1.16
H 0.055822 -0.355551 1.038459 -0.34 -0.09 -0.56
H 0.673217 1.643036 0.157692 0.58 0.49 0.75
H 2.358169 -0.436966 -1.077320 0.46 -0.36 0.23
H 3.236770 1.111929 -1.315535 -1.40 -0.33 -0.07
H 3.220155 -1.409417 1.549135 -0.39 2.43 0.16
H 4.348876 2.354677 3.169819 -0.24 -0.97 -1.44
H 3.395709 2.695963 0.741643 0.20 0.35 -0.11
H 0.447727 1.838831 -2.656097 -0.44 -0.46 -0.71
H 2.231665 5.073292 -3.010963 -1.10 -0.81 0.36
H 0.480814 4.876181 -3.112929 -0.68 0.11 -0.27
H 1.661571 3.912459 -4.097772 -0.69 -0.71 -0.06
```
Forces are in eV/Å.

How is the electron density shared among the atoms? According to natural (NBO), the charges in e are: -0.40 -0.58 0.65 -0.65 -0.11 -0.42 -0.57 0.20 -0.72 -0.63 0.70 -0.64 -0.11 -0.44 0.07 -0.09 -0.48 0.15 -0.52 -0.61 0.69 -0.72 -0.66 0.20 0.22 0.21 0.41 0.21 0.25 0.22 0.21 0.21 0.22 0.22 0.22 0.42 0.22 0.24 0.24 0.22 0.21 0.44 0.41 0.24 0.24 0.23

# 2
# C14H23N5O8S2

C14H23N5O8S2 as an isolated structure in a non-equilibrium geometry (ωB97M-V/def2-TZVPD, OMol25).

The LUMO energy comes out at 0.0003 hartree. For the frontier orbital gap, the calculation gives 11.11 eV. As for the energy: -2219.1791 hartree.

Geometry as XYZ:
```
52
Properties=species:S:1:pos:R:3:forces:R:3
C 0.566985 -3.352775 -3.703946 -0.39 -0.09 -1.05
C 1.037450 -2.829952 -5.014138 0.54 0.43 0.49
N 1.411051 -2.327637 -5.983055 -0.32 -0.47 0.53
H 1.343176 -3.760594 -3.056402 0.17 0.27 -0.28
H -0.111766 -4.166912 -3.958048 -0.13 -0.04 0.28
H 0.009681 -2.565021 -3.197038 0.13 -0.08 0.09
C -0.824459 4.401070 2.721357 -0.61 0.43 1.55
C -0.818607 3.827957 1.434167 0.12 -0.65 -1.51
N -0.725952 3.317513 0.412623 -0.10 -0.11 -0.24
H -1.563220 5.196050 2.823056 0.38 0.39 -0.31
H 0.192197 4.709904 2.964530 -0.24 0.14 0.31
H -1.223452 3.667255 3.421664 0.47 -0.20 0.19
C 1.714352 1.420688 -3.002130 -0.35 0.14 0.13
C 1.346103 2.684514 -3.684086 0.62 0.03 0.28
N 1.129300 3.712381 -4.159233 -0.05 -0.69 0.19
H 2.753338 1.117220 -3.130615 -0.06 0.27 -0.52
H 1.053726 0.612974 -3.317220 0.13 0.06 -0.07
H 1.599965 1.515770 -1.922319 -0.28 0.25 -0.05
C -5.117435 1.816813 -3.477575 0.04 -0.64 1.45
C -5.272833 1.123566 -2.147917 -0.46 -0.16 0.48
N -5.396022 0.550335 -1.144272 0.29 0.91 -1.53
H -4.077046 1.626663 -3.741252 -0.18 0.09 -0.54
H -5.283158 2.890929 -3.394385 0.03 -0.13 0.18
H -5.844534 1.399254 -4.174042 0.31 -0.06 -0.07
C -2.055886 0.379461 -0.235295 0.50 0.35 -1.12
C -0.856098 -0.234697 -0.808809 -2.13 0.52 1.81
N 0.050239 -0.770545 -1.217930 2.05 -1.06 -1.16
H -2.923828 -0.232939 -0.479699 0.03 0.06 0.32
H -2.095718 1.297913 -0.820919 -0.56 0.33 0.34
H -1.958139 0.627483 0.821597 0.04 -0.26 -0.19
C 0.638942 0.524216 3.723323 -0.53 -0.03 2.24
C -0.778318 0.639174 4.451358 2.03 0.98 -0.42
O -1.516289 -0.447530 4.027878 -0.65 -2.96 -1.06
S -0.628180 -1.574583 3.133778 -0.03 0.19 0.23
O -1.400556 -2.081253 1.969795 2.22 1.78 3.30
O 0.058984 -2.500934 4.048429 -1.62 2.18 -2.18
O 0.392795 -0.336406 2.667741 -0.79 -1.97 -1.98
H 1.404262 0.039653 4.329612 -0.12 0.16 0.49
H 1.027769 1.509730 3.467046 -0.23 -0.25 -0.77
H -1.288288 1.531957 4.089444 -0.06 0.03 0.13
H -0.649712 0.678676 5.533030 -0.15 -0.17 -0.03
C 2.087433 -2.201085 0.572038 0.23 -0.21 -2.69
C 3.406882 -2.556284 -0.308605 -2.41 0.46 0.54
O 4.428092 -2.517617 0.657942 0.89 0.79 1.53
S 3.880618 -2.270011 2.202285 3.00 -2.61 1.80
O 3.966929 -0.907517 2.637353 -0.81 -0.27 -1.18
O 4.573867 -3.206910 3.130047 -2.37 1.83 -3.04
O 2.426629 -2.762370 1.785177 0.38 0.04 2.87
H 1.147749 -2.669931 0.280008 0.35 -0.21 -0.36
H 1.857186 -1.136523 0.614283 0.48 0.09 0.19
H 3.547817 -1.844247 -1.121765 0.24 0.13 0.28
H 3.355980 -3.564847 -0.718868 -0.06 -0.03 0.11
```
Forces are in eV/Å.

How is the electron density shared among the atoms? According to natural (NBO), the charges in e are: -0.72 0.29 -0.34 0.25 0.25 0.27 -0.73 0.29 -0.34 0.27 0.26 0.25 -0.72 0.29 -0.34 0.25 0.26 0.26 -0.71 0.30 -0.36 0.26 0.26 0.26 -0.72 0.36 -0.44 0.27 0.26 0.26 -0.10 -0.09 -0.67 2.42 -0.83 -0.84 -0.67 0.20 0.21 0.17 0.20 -0.12 -0.09 -0.68 2.48 -0.89 -0.86 -0.67 0.23 0.21 0.20 0.19

Look up the energy of the first one. -1444.9440 hartree

Which value of frontier orbital gap does entry 2 give? 11.11 eV